# 1
Entry from the Open Molecules 2025 dataset: a structure of composition C35H61Ge2N2OPV at a distorted geometry (the ωB97M-V functional and the def2-TZVPD basis).

Values from the calculation:
LUMO (spin up / spin down)	-6.5 / -6.0	eV
HOMO energy (spin up / spin down)	-12.9317 / -12.9271	eV
HOMO-LUMO gap (spin up / spin down)	0.235 / 0.254	Ha
2S+1	2
net charge	+2

Structure (XYZ):
```
103
C35H61Ge2N2OPV, DFT the ωB97M-V functional and the def2-TZVPD basis
V 0.28530 0.39572 -0.03979
C -1.52206 1.25719 4.38132
C -0.52209 1.51264 3.25263
Ge 0.14989 -0.17147 2.38609
C 1.79967 -0.81589 3.31763
C 1.41898 -1.70788 4.50205
C -1.17670 -1.59969 2.53712
C -1.55115 -2.39122 1.52855
Ge -0.83399 -1.93357 -0.30037
C 0.37084 -3.32170 -1.10388
C -0.33206 -4.57342 -1.63371
C -2.10701 -1.34760 -1.77155
C -3.48433 -2.00752 -1.86896
C -2.37160 -3.60897 1.66922
C -2.91030 -4.23137 0.54260
C -3.65213 -5.39598 0.64506
C -3.86491 -5.96673 1.88953
C -3.33786 -5.36218 3.02351
C -2.59917 -4.19812 2.91859
H -1.88993 2.20967 4.76494
H -1.05188 0.72402 5.20770
H -2.38308 0.67248 4.05404
H 0.34271 2.05208 3.64526
H -0.96694 2.15336 2.48604
H 2.35332 0.05467 3.67276
H 2.44394 -1.35894 2.62374
H 0.76618 -1.17633 5.19691
H 2.31677 -2.00356 5.04561
H 0.90983 -2.61616 4.17964
H -1.54649 -1.79636 3.54254
H 1.13318 -3.60174 -0.37544
H 0.86898 -2.82123 -1.93690
H -0.78787 -5.15421 -0.83506
H 0.40196 -5.20928 -2.12990
H -1.10087 -4.32040 -2.36695
H -1.55296 -1.52775 -2.69748
H -2.22651 -0.26777 -1.67238
H -3.40644 -3.02214 -2.25737
H -4.11373 -1.44306 -2.55945
H -4.00095 -2.05099 -0.90917
H -2.73762 -3.78674 -0.42974
H -4.05374 -5.86668 -0.24303
H -4.43077 -6.88403 1.98011
H -3.49191 -5.81053 3.99615
H -2.18250 -3.75066 3.81093
C 4.66851 -0.42386 0.33088
C 3.98054 -0.16914 -1.01233
C 3.34464 -1.48466 -1.48070
C 4.96981 0.31236 -2.06911
P 2.51905 1.01126 -0.78212
C 2.02729 1.40480 -2.49986
C 2.54493 2.42005 -3.30217
C 2.08524 2.58981 -4.59969
C 1.10647 1.75256 -5.12036
C 0.59374 0.72698 -4.34054
C 1.05116 0.55998 -3.04378
C 3.03542 2.58745 0.11705
C 4.41067 3.14927 -0.24293
C 3.00462 2.26452 1.61861
C 1.94622 3.63071 -0.16531
H 5.36964 -1.25183 0.21188
H 3.94548 -0.71133 1.09790
H 5.23831 0.43518 0.68112
H 4.12374 -2.23527 -1.62471
H 2.82362 -1.36485 -2.43208
H 2.65404 -1.86137 -0.72367
H 5.72112 -0.46807 -2.20683
H 5.49249 1.22265 -1.78186
H 4.48519 0.47119 -3.03085
H 3.31657 3.07963 -2.93361
H 2.50381 3.37778 -5.21186
H 0.75555 1.89033 -6.13415
H -0.15666 0.05656 -4.73998
H 0.66147 -0.27620 -2.45484
H 5.21305 2.47421 0.04822
H 4.55334 4.08211 0.30625
H 4.51752 3.37685 -1.30115
H 3.67765 1.45101 1.88237
H 1.99262 2.00050 1.93732
H 3.31121 3.14735 2.18237
H 1.94851 3.94896 -1.20739
H 2.12247 4.50971 0.45769
H 0.95064 3.24600 0.08732
C -3.18226 4.37915 -0.57469
N -2.18281 3.34273 -0.80314
C -1.06778 3.76936 -1.64131
C -2.25959 2.10553 -0.29301
O -1.18933 1.38747 -0.14099
N -3.42988 1.61286 0.11547
C -3.49344 0.46331 1.01349
C -4.71606 1.93521 -0.49966
H -2.66036 5.31439 -0.37487
H -3.79671 4.14268 0.28887
H -3.81261 4.53373 -1.45168
H -1.43890 4.04409 -2.63023
H -0.34440 2.97652 -1.75442
H -0.57671 4.63677 -1.20027
H -2.51257 0.21077 1.39132
H -3.90430 -0.40441 0.49394
H -4.15081 0.70411 1.84994
H -4.61545 2.62492 -1.32856
H -5.40217 2.34810 0.23994
H -5.14550 1.00955 -0.88637
```

These are the Löwdin partial charges, in e, on atoms 1 to 5:
1. V 0.544
2. C -0.154
3. C -0.353
4. Ge 0.880
5. C -0.350



# 2
Entry from the Open Molecules 2025 dataset: an isolated molecule of C3H4N4S at a distorted geometry (the ωB97M-V functional and the def2-TZVPD basis).

Values from the calculation:
LUMO	-0.6	eV
HOMO energy	-8.9976	eV
structure (SMILES)	[H]/N=C1C=N/C(=N\[H])N/1S
HOMO-LUMO gap	0.307	Ha
relative energy (zero: lowest compared OMol25 entry of this formula, charge and spin)	5.83	kcal per mole

Structure (XYZ):
```
12
C3H4N4S, DFT the ωB97M-V functional and the def2-TZVPD basis
H -2.66924 -0.07227 -0.11526
N -2.28514 0.77335 0.31373
C -1.00625 0.70482 0.34536
C -0.10790 1.77100 0.90287
N 1.12874 1.47178 0.79575
C 1.19742 0.19155 0.14781
N 2.22530 -0.47565 -0.17391
H 3.05213 -0.01507 0.14003
N -0.10315 -0.23955 -0.11420
S -0.50003 -1.70580 -0.90782
H -0.42530 2.71262 1.38900
H 0.78304 -2.04618 -1.01457
```

These are the natural (NBO) partial charges, in e, on atoms 1 to 5:
1. H 0.344
2. N -0.619
3. C 0.351
4. C 0.105
5. N -0.411



# 3
Entry from the Open Molecules 2025 dataset: an isolated molecule of C5H6O at a distorted geometry (the ωB97M-V functional and the def2-TZVPD basis).

Values from the calculation:
LUMO	1.0	eV
HOMO energy	-8.5043	eV
structure (SMILES)	C#C/C=C\OC
HOMO-LUMO gap	0.351	Ha
relative energy (zero: lowest compared OMol25 entry of this formula, charge and spin)	80.23	kcal per mole

Structure (XYZ):
```
12
C5H6O, DFT the ωB97M-V functional and the def2-TZVPD basis
C -2.74298 -0.95068 -0.08926
C -2.03397 -0.00467 0.10747
C -1.16538 1.11823 0.09125
C 0.17048 0.96874 -0.10739
O 0.69868 -0.28460 -0.18404
C 1.99296 -0.58798 0.11089
H -3.47518 -1.70809 -0.11486
H -1.67538 1.98623 0.16615
H 1.05838 1.71065 -0.34884
H 2.14568 -1.61591 -0.29522
H 2.34769 -0.77558 1.12679
H 2.67901 0.14366 -0.46293
```

These are the natural (NBO) partial charges, in e, on atoms 1 to 5:
1. C -0.221
2. C -0.031
3. C -0.379
4. C 0.202
5. O -0.512



# 4
Entry from the Open Molecules 2025 dataset: a cluster of 2 separate species, C12H18FN4O9S in total at a distorted geometry (the ωB97M-V functional and the def2-TZVPD basis).

Values from the calculation:
LUMO	0.8	eV
HOMO energy	-2.4443	eV
HOMO-LUMO gap	0.121	Ha
relative energy (zero: lowest compared OMol25 entry of this formula, charge and spin)	0.00	kcal per mole
net charge	-1

Structure (XYZ):
```
45
C12H18FN4O9S, DFT the ωB97M-V functional and the def2-TZVPD basis
C -5.02442 2.54765 1.56012
C -4.13330 1.40889 2.05754
O -3.77613 0.45748 1.03710
C -2.92711 0.98302 0.06899
C -1.44764 1.05277 0.51911
C -0.60041 0.01360 -0.02234
N -0.70019 -0.68442 -1.17293
C 0.32320 -1.52136 -1.18126
N 0.51554 -2.39686 -2.19541
C 1.55046 -3.38832 -2.33649
C 2.89008 -2.84192 -2.77126
O 3.90326 -3.15421 -2.21409
O 2.85582 -2.02166 -3.85485
C 3.09605 -0.64234 -3.60350
C 4.42089 -0.25745 -3.03743
O 2.24651 0.11965 -3.88949
N 1.11297 -1.37764 -0.07673
C 2.34207 -2.00492 0.37422
C 2.72044 -1.59063 1.77578
O 2.10575 -1.79604 2.75358
F 3.89924 -0.97300 1.79609
N 0.47959 -0.39868 0.64551
H -5.18436 2.47032 0.48465
H -5.98023 2.57977 2.07160
H -4.50582 3.49054 1.72595
H -3.26219 1.80763 2.56777
H -4.67325 0.83686 2.80702
H -3.22234 1.96484 -0.29970
H -2.99556 0.30790 -0.78506
H -1.03328 2.00892 0.18966
H -1.36302 1.09134 1.61554
H -0.16125 -2.32069 -2.93374
H 1.67858 -3.98837 -1.44368
H 1.22686 -4.08465 -3.10818
H 5.08760 -1.10259 -2.92128
H 4.88586 0.48952 -3.66871
H 4.24054 0.16323 -2.05046
H 2.25932 -3.08685 0.38227
H 3.16082 -1.75508 -0.29269
H 0.73988 0.01192 1.54066
O -1.81614 4.72805 2.84713
S -1.34888 3.53636 3.59750
O -0.34215 3.90249 4.61326
O -0.73407 2.57537 2.60386
O -2.50961 2.83953 4.22434
```

These are the natural (NBO) partial charges, in e, on atoms 1 to 5:
1. C -0.658
2. C -0.113
3. O -0.544
4. C -0.041
5. C -0.585



# 5
Entry from the Open Molecules 2025 dataset: a cluster of 2 separate species, C8H19N2P in total at a distorted geometry (the ωB97M-V functional and the def2-TZVPD basis).

Values from the calculation:
LUMO (spin up / spin down)	-0.3 / 0.2	eV
HOMO energy (spin up / spin down)	-7.8982 / -7.2562	eV
HOMO-LUMO gap (spin up / spin down)	0.281 / 0.272	Ha
relative energy (zero: lowest compared OMol25 entry of this formula, charge and spin)	94.45	kcal per mole

Structure (XYZ):
```
30
C8H19N2P, DFT the ωB97M-V functional and the def2-TZVPD basis
C 4.59168 0.39142 0.78732
C 3.02251 -0.59978 -1.14069
C -3.22853 1.65886 -0.73074
C -4.02474 -0.55085 0.31515
C 2.10840 0.22601 1.04307
C -1.58504 0.31552 0.64250
C 3.23904 0.38343 0.02596
C -3.03772 0.72709 0.42285
N -0.28685 -2.95376 -0.83222
N -0.80028 -1.84968 -0.63425
P -0.73032 -0.31157 -1.03768
H 5.42928 0.13161 0.23270
H 4.82889 1.43657 0.95484
H 4.63173 -0.05985 1.77962
H 3.85147 -0.50037 -1.85408
H 2.07678 -0.23084 -1.73867
H 2.85892 -1.56615 -0.89155
H -4.33577 1.93516 -0.82017
H -2.60909 2.51116 -0.44612
H -3.11694 1.34045 -1.69309
H -3.61990 -0.92657 -0.61992
H -5.13722 -0.30136 0.23689
H -3.79477 -1.27133 1.08372
H 2.23678 -0.18772 2.02894
H 1.16872 0.42166 0.59886
H -0.84444 1.11750 0.91246
H -1.52239 -0.36479 1.52157
H 3.06138 1.36701 -0.51666
H -3.35790 1.29527 1.30979
H -1.07370 -3.58413 -0.94041
```

These are the natural (NBO) partial charges, in e, on atoms 1 to 5:
1. C -0.617
2. C -0.583
3. C -0.623
4. C -0.615
5. C -0.276



# 6
Entry from the Open Molecules 2025 dataset: a cluster of 2 separate species, C5H15N3 in total at a distorted geometry (the ωB97M-V functional and the def2-TZVPD basis).

Values from the calculation:
LUMO (spin up / spin down)	-8.3 / -12.5	eV
HOMO energy (spin up / spin down)	-17.7933 / -19.6290	eV
HOMO-LUMO gap (spin up / spin down)	0.350 / 0.262	Ha
2S+1	3
relative energy (zero: lowest compared OMol25 entry of this formula, charge and spin)	0.00	kcal per mole
net charge	+2

Structure (XYZ):
```
23
C5H15N3, DFT the ωB97M-V functional and the def2-TZVPD basis
C -0.22370 -0.72691 1.44435
C 1.08827 -1.40946 1.48035
C -1.58093 0.84707 0.18252
C 0.26574 -0.69682 -1.95009
C 0.79189 1.81632 -1.60817
N -0.95865 -0.79388 2.56231
N -0.46889 0.13317 0.45420
N 0.84593 0.38586 -1.10153
H 1.40372 -1.50344 2.52608
H 1.91439 -0.85626 1.06219
H 1.05708 -2.44564 1.13454
H -2.35108 0.45822 -0.41090
H -1.53412 1.87480 -0.18410
H -1.89046 1.06951 1.16138
H 0.15504 -1.59456 -1.39677
H -0.63187 -0.33890 -2.36759
H 0.84245 -0.95732 -2.83685
H 1.46954 2.53146 -1.04342
H 1.14409 1.80917 -2.70104
H -0.30714 2.29164 -1.71358
H -0.81964 -1.62272 3.14047
H -1.91646 -0.47413 2.77737
H 1.70481 0.20281 -0.61175
```

These are the natural (NBO) partial charges, in e, on atoms 1 to 5:
1. C 0.513
2. C -0.718
3. C -0.522
4. C -0.455
5. C -0.495



no.,energy (Ha)
1,-6993.60750
2,-733.89799
3,-269.21838
4,-1862.24706
5,-766.85078
6,-362.94096